# C2H7NS2

2 unconnected molecules or ions with the total composition C2H7NS2 at a distorted geometry (wB97M-V/def2-TZVPD, OMol25).

* net charge: 0
* frontier orbital gap: 7.51 eV
* maximum force: 5.56 eV Å⁻¹
* SMILES string: C=S.CNS
* energy relative to the best compared isomer or geometry (same formula, charge and spin): 2.616 eV

```
12
C2H7NS2 | OMol25 | wB97M-V/def2-TZVPD
C -0.201 1.255 2.999
S -1.539 0.914 2.185
H -0.190 1.415 3.972
H 0.693 1.423 2.370
C 0.814 -1.053 -1.120
N 0.231 0.066 -1.947
S -1.458 0.096 -1.876
H 0.061 -1.846 -0.966
H 1.614 -1.505 -1.672
H 1.099 -0.544 -0.157
H 0.506 0.932 -1.497
H -1.631 -1.154 -2.291
```

natural (NBO) population analysis, charges in e, atoms 1 to 2:
1. C -0.453
2. S 0.094

=====

# C3H5ClO2S

A single C3H5ClO2S molecule at a distorted geometry (wB97M-V/def2-TZVPD, OMol25).

* net charge: 0
* frontier orbital gap (alpha / beta): 7.63 / 7.63 eV
* maximum force: 3.42 eV Å⁻¹
* SMILES string: CC(CCl)=S(=O)=O
* energy relative to the best compared isomer or geometry (same formula, charge and spin): 2.924 eV

```
12
C3H5ClO2S | OMol25 | wB97M-V/def2-TZVPD
C -0.871 -0.941 0.678
C 0.316 -0.195 0.250
C 0.425 1.265 0.629
Cl -1.068 2.281 0.295
S 0.556 -0.412 -1.672
O 1.495 0.457 -2.253
O 0.543 -1.754 -2.097
H -1.838 -0.416 0.688
H -0.422 -1.189 1.664
H -0.967 -1.944 0.073
H 0.596 1.142 1.716
H 1.236 1.706 0.028
```

natural (NBO) population analysis, charges in e, atoms 1 to 2:
1. C -0.720
2. C -0.166

=====

# C16H14Br2N3OPbS

A molecular structure, C16H14Br2N3OPbS at a distorted geometry (wB97M-V/def2-TZVPD, OMol25).

* net charge: +3
* frontier orbital gap (alpha / beta): 2.76 / 2.12 eV
* maximum force: 3.86 eV Å⁻¹

```
38
C16H14Br2N3OPbS | OMol25 | wB97M-V/def2-TZVPD
Pb -1.409 -0.119 0.513
O 5.366 0.332 -0.821
C 4.203 0.064 -0.195
C 3.860 -1.150 0.330
C 2.522 -1.349 0.698
N 1.541 -0.415 0.650
C 1.874 0.702 -0.040
Br 0.705 2.131 -0.440
C 3.167 0.956 -0.509
H 6.106 -0.305 -0.634
H 4.634 -1.860 0.718
H 2.197 -2.291 1.143
H 3.451 1.946 -0.889
S -2.129 -2.085 2.190
C -1.653 -1.084 3.531
C -1.907 -1.547 4.911
C -1.567 -0.727 5.994
C -1.027 0.525 5.707
C -0.654 0.830 4.412
N -0.968 0.059 3.378
H -2.210 -2.562 5.021
H -1.708 -1.063 7.034
H -0.958 1.244 6.511
H -0.286 1.840 4.102
C -3.004 1.879 -4.680
C -2.058 0.839 -4.027
C -0.872 0.428 -4.571
C -0.081 -0.480 -3.889
C -0.592 -1.024 -2.713
Br 0.411 -2.428 -1.947
N -1.725 -0.571 -2.132
C -2.515 0.317 -2.792
H -2.528 2.246 -5.585
H -3.101 2.705 -3.969
H -3.956 1.359 -4.862
H -0.531 0.953 -5.497
H 0.876 -0.904 -4.291
H -3.475 0.609 -2.358
```

natural (NBO) population analysis, charges in e, atoms 1 to 2:
1. Pb 1.438
2. O -0.607

=====

# ClH2NS2

A single ClH2NS2 molecule at a distorted geometry (wB97M-V/def2-TZVPD, OMol25).

* net charge: 0
* frontier orbital gap: 8.33 eV
* maximum force: 2.69 eV Å⁻¹
* energy relative to the best compared isomer or geometry (same formula, charge and spin): 0.461 eV

```
6
ClH2NS2 | OMol25 | wB97M-V/def2-TZVPD
N -0.531 -0.032 -0.540
S -1.724 -1.011 0.153
S 0.786 0.617 0.041
Cl 2.700 -0.320 0.237
H -2.436 -0.316 1.195
H 1.206 1.063 -1.086
```

natural (NBO) population analysis, charges in e, atoms 1 to 2:
1. N -0.952
2. S 0.224

=====

# C41H38FNO5

6 unconnected molecules or ions with the total composition C41H38FNO5 at a distorted geometry (wB97M-V/def2-TZVPD, OMol25).

* net charge: 0
* frontier orbital gap: 7.33 eV
* maximum force: 3.15 eV Å⁻¹
* SMILES string: C[C@H](F)C1=CC(=O)C(CC(=O)O)=C(OC#N)C1=O.c1ccccc1.c1ccccc1.c1ccccc1.c1ccccc1.c1ccccc1

```
86
C41H38FNO5 | OMol25 | wB97M-V/def2-TZVPD
C 5.999 -0.916 -0.836
C 4.729 -1.548 -0.300
F 4.518 -2.766 -0.883
C 3.492 -0.723 -0.511
C 3.048 0.120 0.397
C 1.802 0.849 0.062
O 1.585 1.996 0.354
C 0.814 0.056 -0.736
C -0.640 0.269 -0.447
C -1.421 -1.006 -0.264
O -2.585 -1.097 -0.522
O -0.707 -2.064 0.231
C 1.267 -0.768 -1.648
O 0.410 -1.522 -2.442
C 0.447 -1.189 -3.697
N 0.748 -1.031 -4.816
C 2.753 -0.897 -1.800
O 3.306 -1.118 -2.846
H 6.815 -1.189 -0.178
H 6.236 -1.312 -1.812
H 5.957 0.163 -0.849
H 4.834 -1.672 0.770
H 3.545 0.254 1.341
H -0.691 0.773 0.515
H -1.136 0.924 -1.149
H -0.470 -2.654 -0.487
C 3.821 5.735 0.165
C 3.410 4.598 -0.517
C 3.993 4.271 -1.734
C 4.984 5.081 -2.270
C 5.389 6.222 -1.592
C 4.809 6.549 -0.374
H 3.371 5.988 1.116
H 2.637 3.967 -0.102
H 3.674 3.383 -2.266
H 5.439 4.825 -3.218
H 6.158 6.858 -2.013
H 5.126 7.438 0.156
C -8.046 -0.235 1.701
C -7.683 -1.365 0.980
C -6.408 -1.467 0.441
C -5.494 -0.436 0.618
C -5.861 0.696 1.332
C -7.135 0.797 1.875
H -9.038 -0.159 2.126
H -8.395 -2.168 0.840
H -6.124 -2.349 -0.117
H -4.497 -0.517 0.202
H -5.150 1.502 1.470
H -7.417 1.680 2.435
C -2.499 0.541 5.626
C -3.238 0.917 6.739
C -4.619 0.778 6.734
C -5.261 0.264 5.616
C -4.524 -0.105 4.500
C -3.143 0.031 4.506
H -1.421 0.644 5.632
H -2.737 1.319 7.610
H -5.195 1.069 7.603
H -6.338 0.153 5.613
H -5.025 -0.500 3.627
H -2.567 -0.260 3.636
C 5.085 -6.976 1.271
C 5.549 -8.110 0.619
C 5.708 -8.102 -0.760
C 5.399 -6.960 -1.487
C 4.928 -5.828 -0.837
C 4.772 -5.837 0.542
H 4.966 -6.981 2.347
H 5.788 -9.001 1.185
H 6.073 -8.985 -1.268
H 5.525 -6.953 -2.562
H 4.683 -4.943 -1.402
H 4.406 -4.953 1.049
C -3.781 2.988 -2.368
C -3.337 1.837 -3.004
C -3.096 1.845 -4.371
C -3.303 3.006 -5.103
C -3.754 4.155 -4.469
C -3.992 4.147 -3.102
H -3.965 2.982 -1.301
H -3.182 0.929 -2.433
H -2.747 0.948 -4.866
H -3.113 3.014 -6.169
H -3.920 5.059 -5.041
H -4.343 5.044 -2.608
```

Löwdin population analysis, charges in e, atoms 1 to 2:
1. C 0.002
2. C -0.334

=====

# C2H2CoO4

A molecular structure, C2H2CoO4 at a distorted geometry (wB97M-V/def2-TZVPD, OMol25).

* net charge: -1
* multiplicity: 5
* frontier orbital gap (alpha / beta): 5.87 / 8.40 eV
* maximum force: 2.86 eV Å⁻¹

```
9
C2H2CoO4 | OMol25 | wB97M-V/def2-TZVPD
O -2.596 1.297 0.213
C -2.035 0.320 0.574
O -2.092 -0.693 1.182
O 0.105 0.496 -0.312
C 1.060 -0.528 -0.102
O 2.243 -0.169 -0.721
Co 1.449 1.438 -1.318
H 0.663 -1.487 -0.511
H 1.202 -0.673 0.995
```

natural (NBO) population analysis, charges in e, atoms 1 to 2:
1. O -0.575
2. C 1.071

=====

# C3H9IN2

2 unconnected molecules or ions with the total composition C3H9IN2 at a distorted geometry (wB97M-V/def2-TZVPD, OMol25).

* net charge: 0
* frontier orbital gap (alpha / beta): 8.09 / 8.38 eV
* maximum force: 4.77 eV Å⁻¹
* energy relative to the best compared isomer or geometry (same formula, charge and spin): 4.052 eV

```
15
C3H9IN2 | OMol25 | wB97M-V/def2-TZVPD
C -0.835 0.064 1.757
C -0.636 0.924 0.544
C -0.966 0.258 -0.780
N 2.032 -0.569 -1.201
N 1.129 -1.017 -0.305
I -0.119 0.996 -2.555
H -1.035 0.646 2.658
H -0.091 -0.770 1.672
H -1.816 -0.509 1.624
H 0.478 1.073 0.522
H -1.429 1.780 0.609
H -1.779 -0.468 -0.885
H 2.366 0.279 -0.926
H 1.905 -0.751 -2.115
H 0.796 -1.936 -0.620
```

natural (NBO) population analysis, charges in e, atoms 1 to 2:
1. C -0.624
2. C -0.509

=====

no.,electronic energy (Eh)
1,-931.42744
2,-1126.04713
3,-6595.51102
4,-1312.42120
5,-2115.84695
6,-1761.12056
7,-526.73268